C5H8N3O as an isolated structure in a non-equilibrium geometry. Source: the OMol25 dataset; level of theory: the ωB97M-V functional and the def2-TZVPD basis.

Element x y z (Å)
C1 -0.24537 -1.84304 -1.83210
C2 0.36889 -1.23198 -0.78108
C3 -1.64657 -0.34473 -1.12827
C4 0.74966 2.10325 0.07159
C5 -0.37609 0.56836 0.79202
N1 -1.55195 -1.31909 -1.95988
N2 -0.53427 -0.30643 -0.33105
N3 0.67630 0.06929 1.75619
O1 1.53825 2.45843 0.88830
H1 0.06654 -2.63713 -2.48448
H2 1.27776 -1.38509 -0.22072
H3 -2.42544 0.36090 -0.92455
H4 0.48771 2.67494 -0.71736
H5 -1.13899 1.22638 1.10073
H6 1.48843 0.67054 1.94101
H7 1.04472 -0.72134 1.20695
H8 0.22043 -0.34326 2.62268

Values from the calculation:
* DFT total energy: -434.45684 Eh
* total charge: +1
* frontier orbital gap: 8.79 eV
* LUMO energy: -4.283 eV

Results of the Mulliken charge analysis, in e, for atoms 1 through 8:
1 C -0.599
2 C -0.163
3 C 0.026
4 C 0.130
5 C -0.491
6 N -0.537
7 N 0.158
8 N -0.162